Entry from the OMol25 dataset: a cluster of 11 separate species, C32H71N9O14 in total in a non-equilibrium geometry (ωB97M-V/def2-TZVPD).

Summary:
HOMO (spin up / spin down): 4.32 / 1.10 eV
Kohn-Sham gap (spin up / spin down): 0.9 / 4.0 eV
Multiplicity: 2
Energy: -2807.87623 hartree
Net charge: -3

Each line ends with the Löwdin spin population.
Element x y z (Å)
O 1.08819 1.28350 0.06949  0.000
C 0.80615 0.06171 0.67745  0.000
C -0.56502 -0.81644 0.34316  0.000
O -1.20413 -0.73809 -0.92162  0.000
H 0.99611 0.12222 1.74907  0.000
H 1.64419 -0.55393 0.35067  0.000
H -1.38668 -0.51015 0.99058  0.000
H -0.55663 -1.89399 0.50721  0.000
C 1.67960 -3.77161 -0.71571  0.000
C 1.05678 -4.90243 0.01309  0.000
O 1.55618 -6.12107 -0.67894  0.000
C 2.51904 -5.77710 -1.54050  0.001
O 3.27040 -6.52909 -2.17617  0.001
O 2.68711 -4.42847 -1.52063  0.002
H 2.11100 -2.99461 -0.08465  0.000
H 0.94756 -3.33513 -1.39520  0.000
H -0.01974 -4.93847 -0.15398  0.000
H 1.26987 -4.86766 1.08150  0.000
C 3.32775 1.69394 -5.14497  0.069
C 2.73222 0.89242 -3.97764  0.002
O 1.63912 1.16094 -3.54179  0.001
N 3.47738 -0.05993 -3.45861  0.003
C 3.00056 -0.89458 -2.33254  0.003
H 3.12132 2.75517 -5.00611  0.011
H 2.88422 1.43431 -6.10620  0.010
H 4.37569 1.39560 -5.17520  0.017
H 4.39890 -0.19625 -3.84888  0.007
H 3.82302 -1.57729 -2.11900  0.002
H 2.05904 -1.38419 -2.58135  0.000
H 2.85274 -0.24073 -1.47305  0.000
C -2.98506 0.98762 3.55203  0.002
C -1.97127 0.62570 4.63795  0.001
O -2.32963 0.33518 5.75460  0.005
N -0.66212 0.75291 4.30630  0.000
C 0.43147 0.44203 5.23468  0.003
H -3.81059 1.62043 3.87784  0.002
H -3.46290 0.05249 3.25997  0.000
H -2.60370 1.49041 2.66328  0.000
H -0.39125 1.07241 3.38725  0.000
H 1.26316 0.29824 4.54495  0.000
H 0.32303 -0.45278 5.84758  0.000
H 0.61570 1.33389 5.83365  0.003
C -3.06566 -4.06058 -0.24418  0.000
C -3.77975 -3.70246 -1.55954  0.000
O -4.66837 -4.42438 -1.96212  0.000
N -3.32379 -2.63735 -2.20953  0.000
C -3.87448 -1.95253 -3.38028  0.000
H -3.72817 -3.89730 0.60584  0.000
H -2.12108 -3.51955 -0.18796  0.000
H -2.91307 -5.13904 -0.28595  0.000
H -2.55023 -2.19252 -1.73643  0.000
H -3.75665 -0.90732 -3.09436  0.000
H -4.93210 -2.08412 -3.60877  0.000
H -3.30513 -1.94604 -4.30974  0.000
C 2.14834 5.76440 -3.96972  0.175
C 1.85833 4.96584 -2.68439  0.029
O 0.85170 4.25407 -2.64582  0.007
N 2.66696 5.11056 -1.61336  0.021
C 2.53734 4.51996 -0.28348  0.080
H 1.33969 6.49311 -3.91335  0.021
H 2.00205 5.18061 -4.87850  0.015
H 3.15533 6.17726 -3.90969  0.075
H 3.38971 5.81592 -1.62725  0.092
H 1.80397 5.13966 0.23250  0.014
H 3.47651 4.57916 0.26659  0.033
H 2.24537 3.47629 -0.40006  0.000
C -4.35866 3.40286 0.96758  0.008
C -4.17213 2.10504 0.20250  0.000
O -3.48631 2.10499 -0.83582  0.000
N -4.75909 1.00303 0.66990  0.000
C -4.52587 -0.32525 0.19637  0.000
H -3.84238 4.20959 0.44726  0.001
H -3.91269 3.26817 1.95301  0.001
H -5.42759 3.56809 1.10237  0.003
H -5.37971 1.15071 1.45292  0.001
H -3.90256 -0.81321 0.94569  0.000
H -3.98882 -0.37176 -0.75101  0.000
H -5.34080 -1.02717 0.01951  0.000
C -1.34593 -4.06271 2.83257  0.000
C -1.25754 -4.24810 4.27111  0.001
O -0.58535 -5.19394 4.74404  0.001
N -1.94521 -3.41688 5.01861  0.000
C -1.93621 -3.36021 6.44494  0.001
H -0.43026 -3.62038 2.44015  0.000
H -2.28555 -3.60989 2.51609  0.000
H -1.28921 -5.06457 2.40696  0.000
H -2.62937 -2.79639 4.60994  0.000
H -2.99231 -3.35133 6.71449  0.000
H -1.54187 -2.40509 6.79185  0.000
H -1.59282 -4.24416 6.98235  0.000
C 0.34717 -1.73047 -5.85239  0.012
C -0.37981 -1.45419 -4.50438  0.000
O -0.83397 -0.36510 -4.18129  0.001
N -0.42760 -2.46123 -3.62088  0.000
C -0.17490 -3.87903 -3.75328  0.001
H -0.35992 -2.05272 -6.61677  0.002
H 1.12033 -2.49804 -5.88628  0.003
H 0.85671 -0.87404 -6.29397  0.003
H -0.94656 -2.21990 -2.78870  0.000
H -0.53803 -4.35844 -4.66235  0.001
H -0.69362 -4.27210 -2.87892  0.000
H 0.89411 -4.09084 -3.73220  0.000
C -1.42242 5.34278 2.07083  0.062
C -0.85694 4.08658 1.36132  0.001
O -1.24346 3.90584 0.19399  0.003
N 0.02027 3.28586 1.93562  0.001
C 0.54983 3.65920 3.21782  0.020
H -1.91885 5.00785 2.98158  0.008
H -2.22178 5.88091 1.56138  0.007
H -0.61592 6.07187 2.14883  0.022
H 0.38722 2.46552 1.47466  0.000
H 1.01917 4.64286 3.23287  0.016
H 1.32262 2.92927 3.45886  0.001
H -0.19600 3.55148 4.00537  0.004
C 3.91941 1.06877 2.39692  0.006
C 4.81540 1.39268 1.19391  0.009
O 6.06595 1.28421 1.35298  0.010
N 4.21284 1.72724 0.07709  0.001
C 4.91949 2.06139 -1.16866  0.041
H 3.78921 -0.01265 2.43775  0.001
H 2.92345 1.50761 2.33706  0.000
H 4.40662 1.42777 3.30349  0.003
H 3.20287 1.72982 0.08495  0.000
H 5.27550 1.18798 -1.71503  0.006
H 5.83045 2.54439 -0.81519  0.016
H 4.41387 2.76464 -1.83039  0.010

Atomic forces in eV per Å
O -0.68 -0.15 1.49
C 0.20 0.05 -2.40
C -1.46 1.62 -1.96
O 0.98 -0.95 0.08
H -0.62 -0.27 1.35
H 0.48 -1.39 -0.10
H -0.12 0.65 1.44
H 1.47 -0.90 0.99
C 0.04 0.36 -1.21
C -0.92 -1.23 -0.10
O -0.10 0.33 0.56
C 2.44 -0.02 -0.51
O -2.44 1.58 1.51
O 0.30 -0.40 -0.35
H 0.12 -0.12 -0.18
H 0.24 0.42 0.06
H 0.03 0.09 0.33
H 0.22 -0.72 -0.09
C 0.21 -0.84 0.33
C -1.88 2.31 -0.99
O -0.39 -0.03 0.00
N 1.55 -2.12 0.56
C 0.77 1.01 -0.49
H 0.38 -0.12 0.20
H -0.21 -0.25 0.10
H 0.33 0.76 -0.36
H -0.23 -0.20 0.30
H -0.26 -0.30 0.06
H 0.07 -0.02 0.05
H -0.35 -0.07 0.08
C -0.10 -0.24 -0.28
C 0.49 1.78 -1.45
O -0.46 -0.93 1.45
N -0.49 -0.71 0.50
C -0.06 0.70 -1.28
H 0.22 0.01 0.72
H 0.09 -0.08 -0.31
H 0.47 -0.38 -0.03
H -0.23 -0.24 -0.17
H 0.39 -0.08 0.39
H -0.46 0.14 -0.14
H 0.18 -0.20 0.38
C -0.08 0.02 -0.93
C 0.39 -0.31 0.27
O -1.42 -0.80 -0.43
N 0.06 -0.22 -0.50
C 0.19 1.45 0.65
H 0.11 0.37 -0.04
H -0.02 0.10 0.49
H 0.20 -0.03 -0.01
H 0.58 1.35 0.38
H -0.20 0.31 -0.07
H 0.11 -0.66 0.43
H 0.33 -0.93 0.11
C 0.15 -0.20 1.46
C -2.15 -1.69 -0.42
O 1.21 0.87 -0.07
N 1.89 0.71 0.27
C -0.81 0.16 -0.81
H 0.33 0.49 -0.44
H 0.06 -0.20 0.33
H -0.11 0.40 -0.36
H -0.02 0.05 -0.58
H -0.29 -0.54 0.45
H 0.14 0.06 -0.30
H -0.54 0.15 0.32
C -0.10 -0.71 0.26
C 2.62 1.44 -3.70
O -1.60 -0.17 1.89
N -1.90 -0.34 0.92
C 1.08 -1.24 -0.10
H -0.16 -0.22 -0.02
H 0.02 0.21 0.16
H -0.12 0.35 0.04
H 0.19 -0.31 -0.02
H 0.39 -0.33 -0.17
H 0.45 0.68 0.28
H -0.95 0.66 0.31
C -0.04 -0.87 -1.53
C 1.68 -2.67 0.77
O -0.54 1.30 -0.14
N -0.82 1.08 0.70
C -1.43 0.06 0.90
H -0.34 0.77 0.04
H 0.43 0.43 -0.23
H -0.31 -0.13 -0.06
H 0.48 0.01 -0.32
H -0.23 0.28 0.34
H 0.40 -0.23 0.16
H 0.76 0.16 -0.60
C -0.01 -0.04 -0.37
C 0.65 1.77 -0.37
O 0.15 -0.96 -1.42
N -0.36 -1.20 0.28
C 0.24 0.55 -0.03
H -0.40 0.01 0.06
H -0.05 -0.33 0.71
H -0.37 0.47 0.55
H 0.26 0.73 0.43
H -0.43 0.15 -0.08
H 0.23 -0.68 -0.17
H 0.18 -0.19 0.30
C 0.29 -0.65 0.24
C -2.47 1.16 -4.46
O 0.27 0.15 1.66
N 0.25 0.61 2.40
C 0.51 -0.89 0.28
H 0.60 0.42 0.73
H 0.21 -0.64 -0.83
H 0.01 -0.01 0.85
H 0.42 -0.66 -1.74
H -0.10 0.10 0.04
H 0.23 0.08 0.09
H -0.10 0.36 0.26
C -0.07 0.27 -0.38
C 2.19 -0.61 1.65
O -1.68 0.29 -0.55
N -0.30 0.33 -1.53
C 1.02 0.14 1.21
H 0.06 -0.04 0.09
H -0.05 0.02 -0.29
H 0.13 -0.15 -0.08
H -1.07 -0.26 -0.14
H -0.41 -0.19 -0.04
H 0.16 0.20 -0.23
H -0.46 -0.27 0.30